{
  "formula": "C54H59AsBiN4",
  "method": "wB97M-V/def2-TZVPD",
  "species": ["Bi", "C", "C", "C", "C", "C", "C", "C", "C", "C", "C", "C", "C", "C", "C", "C", "C", "N", "C", "C", "C", "N", "C", "C", "C", "N", "C", "C", "C", "C", "C", "C", "C", "C", "C", "C", "C", "C", "N", "C", "C", "H", "H", "H", "H", "H", "H", "H", "H", "H", "H", "H", "H", "H", "H", "H", "H", "H", "H", "H", "H", "H", "H", "H", "H", "H", "H", "H", "H", "H", "H", "H", "H", "H", "H", "H", "H", "H", "H", "H", "H", "H", "H", "H", "H", "C", "C", "C", "C", "C", "C", "As", "C", "C", "C", "C", "C", "C", "C", "C", "C", "C", "C", "C", "H", "H", "H", "H", "H", "H", "H", "H", "H", "H", "H", "H", "H", "H", "H"],
  "coordinates": [[0.095901, 0.627778, -0.090544], [-5.824190, -0.380579, 1.967026], [-5.139268, 0.913675, 2.404995], [-4.015379, 1.320400, 1.504341], [-4.039892, 2.208414, 0.468111], [-5.209420, 2.965888, -0.071372], [-5.789575, 2.310701, -1.326568], [-2.698284, 2.281504, -0.053188], [-2.281178, 3.134738, -1.059523], [-0.975360, 3.371997, -1.463298], [-0.567783, 4.380084, -2.405740], [-1.484677, 5.340435, -3.094961], [-1.813924, 6.552565, -2.220651], [0.794887, 4.327600, -2.477475], [1.219278, 3.280881, -1.585446], [2.536327, 2.927626, -1.330750], [2.989832, 2.046154, -0.364755], [2.195417, 1.291792, 0.458692], [3.023056, 0.643000, 1.330309], [2.606089, -0.234453, 2.319706], [1.297384, -0.519414, 2.667849], [0.185994, 0.024575, 2.081171], [-0.900523, -0.465009, 2.754962], [-2.214335, -0.097504, 2.527483], [-2.665144, 0.829118, 1.599487], [-1.888198, 1.430096, 0.650458], [-0.462892, -1.364855, 3.792048], [0.898655, -1.398109, 3.739233], [1.838106, -2.141820, 4.634655], [2.340516, -1.280526, 5.795047], [-1.372055, -2.118142, 4.707938], [-2.016141, -3.325165, 4.020718], [4.391930, 0.993087, 1.051574], [4.371994, 1.854105, -0.007713], [5.533120, 2.470989, -0.717239], [5.825882, 1.787681, -2.054923], [5.578423, 0.470992, 1.798127], [6.082126, -0.857379, 1.230299], [0.127130, 2.719973, -0.984260], [1.699730, 5.162695, -3.326066], [2.066399, 4.465810, -4.637321], [-6.624773, -0.649627, 2.654508], [-5.114329, -1.209305, 1.933935], [-6.257027, -0.269459, 0.972537], [-4.764839, 0.804272, 3.425211], [-5.874857, 1.718821, 2.443709], [-4.915893, 3.995168, -0.292039], [-5.981778, 3.031405, 0.696575], [-5.049329, 2.265563, -2.126671], [-6.652882, 2.865545, -1.691415], [-6.106052, 1.288270, -1.116707], [-3.048474, 3.732114, -1.533001], [-2.405353, 4.829631, -3.386742], [-1.020111, 5.671143, -4.025347], [-2.294628, 6.245725, -1.290999], [-2.481888, 7.239213, -2.739256], [-0.905966, 7.094761, -1.956002], [3.294268, 3.451036, -1.896827], [3.379486, -0.717598, 2.900830], [-2.958530, -0.532714, 3.180328], [2.683732, -2.515210, 4.052003], [1.331390, -3.026113, 5.025896], [2.855312, -0.390876, 5.430172], [3.030816, -1.839541, 6.425498], [1.508170, -0.945408, 6.414522], [-2.145711, -1.449258, 5.093043], [-0.805899, -2.449849, 5.579558], [-2.446285, -3.047699, 3.056391], [-2.807220, -3.749922, 4.637158], [-1.278473, -4.105873, 3.832240], [6.415890, 2.408923, -0.079426], [5.350058, 3.536726, -0.875578], [6.047208, 0.729889, -1.906266], [6.683440, 2.246037, -2.544862], [4.971798, 1.851738, -2.730796], [5.325394, 0.352372, 2.853621], [6.379386, 1.211177, 1.765641], [5.304417, -1.622481, 1.267436], [6.942740, -1.221914, 1.790066], [6.383238, -0.742675, 0.188043], [2.607474, 5.407118, -2.769934], [1.214290, 6.116802, -3.537522], [2.583661, 3.524049, -4.448605], [2.716010, 5.094440, -5.244642], [1.172083, 4.238879, -5.217929], [-0.523051, -7.450805, 0.189009], [-0.994257, -6.877519, -0.984734], [-0.945748, -5.502294, -1.154094], [-0.423675, -4.695761, -0.147662], [0.037849, -5.272008, 1.029874], [-0.008327, -6.649658, 1.196133], [-0.278334, -2.769200, -0.316666], [-1.858771, -2.341768, -1.379581], [-1.957826, -2.226496, -2.763158], [-3.158281, -1.858811, -3.357518], [-4.275316, -1.602482, -2.579145], [-4.187565, -1.703215, -1.198902], [-2.985694, -2.058605, -0.605211], [1.261162, -2.588762, -1.508415], [2.329561, -1.901055, -0.931360], [3.491972, -1.645421, -1.646989], [3.602862, -2.087878, -2.955054], [2.560677, -2.802573, -3.530192], [1.399748, -3.054915, -2.813391], [-0.563085, -8.523685, 0.318330], [-1.402734, -7.502892, -1.767240], [-1.331226, -5.060094, -2.065478], [0.434074, -4.643346, 1.819846], [0.354083, -7.096502, 2.112223], [-1.103114, -2.400007, -3.397004], [-3.215969, -1.773726, -4.434407], [-5.209856, -1.321280, -3.046237], [-5.052616, -1.501167, -0.582995], [-2.923416, -2.116784, 0.477478], [2.257574, -1.561503, 0.097770], [4.303631, -1.103616, -1.177671], [4.503435, -1.893044, -3.522180], [2.654365, -3.175454, -4.542058], [0.627937, -3.654317, -3.274154]],
  "atomic_forces_ev_per_a": [[-0.0439, -0.0491, -0.0823], [0.0127, -0.0205, -0.0175], [0.0022, 0.0612, 0.0396], [-0.0364, -0.0473, -0.0188], [-0.0022, -0.0061, 0.0086], [-0.0097, 0.0556, 0.0361], [-0.0056, -0.0217, -0.0334], [0.0149, -0.0154, -0.0232], [-0.0441, 0.0079, -0.0168], [0.0263, -0.0196, 0.0186], [0.0003, 0.0226, -0.0300], [0.0002, -0.0128, -0.0075], [-0.0037, 0.0088, 0.0040], [-0.0071, -0.0022, -0.0139], [-0.0004, -0.0107, -0.0119], [0.0045, -0.0088, -0.0080], [-0.0014, 0.0428, 0.0162], [-0.0547, 0.0742, 0.0265], [-0.0027, -0.0369, -0.0394], [-0.0059, 0.0081, 0.0508], [0.0161, 0.0122, -0.0191], [0.0131, 0.0572, -0.0108], [0.0041, -0.0008, -0.0155], [-0.0146, 0.0028, 0.0195], [0.0207, -0.0063, -0.0120], [0.0318, 0.0343, 0.0521], [0.0333, -0.0078, 0.0083], [-0.0028, -0.0432, -0.0231], [-0.0144, -0.0252, -0.0067], [0.0009, 0.0185, 0.0156], [0.0111, 0.0185, 0.0566], [-0.0089, -0.0282, -0.0276], [0.0147, 0.0203, 0.0200], [0.0043, -0.0512, -0.0146], [0.0339, 0.0480, 0.0310], [-0.0121, -0.0238, -0.0212], [0.0078, 0.0193, 0.0020], [0.0028, -0.0239, 0.0037], [-0.0327, -0.0033, 0.0703], [0.0140, 0.0382, 0.0360], [0.0085, -0.0202, -0.0183], [-0.0170, -0.0024, 0.0191], [0.0074, -0.0191, -0.0100], [-0.0170, 0.0028, -0.0140], [0.0009, 0.0012, 0.0009], [0.0000, -0.0059, -0.0072], [-0.0067, -0.0075, -0.0025], [0.0038, -0.0048, -0.0032], [0.0131, -0.0041, -0.0049], [-0.0147, 0.0154, -0.0076], [-0.0059, -0.0147, 0.0106], [-0.0013, 0.0073, -0.0084], [-0.0015, 0.0003, 0.0061], [0.0071, 0.0090, 0.0014], [-0.0086, -0.0084, 0.0148], [-0.0080, 0.0052, -0.0120], [0.0154, 0.0106, 0.0017], [0.0134, 0.0195, -0.0127], [0.0084, -0.0062, 0.0073], [-0.0122, -0.0075, 0.0144], [0.0039, 0.0059, 0.0060], [-0.0016, 0.0055, 0.0012], [0.0094, 0.0090, -0.0110], [0.0088, -0.0101, 0.0070], [-0.0094, -0.0003, 0.0052], [-0.0050, 0.0101, -0.0344], [-0.0259, -0.0004, 0.0183], [-0.0261, 0.0128, 0.0101], [0.0007, -0.0279, 0.0248], [0.0186, 0.0082, -0.0258], [0.0016, 0.0067, 0.0062], [-0.0072, -0.0060, -0.0130], [0.0134, -0.0142, 0.0009], [0.0218, 0.0132, -0.0172], [-0.0082, 0.0011, 0.0011], [0.0018, -0.0063, 0.0026], [0.0034, -0.0039, -0.0099], [-0.0132, -0.0070, -0.0009], [0.0076, 0.0001, 0.0094], [0.0149, 0.0045, -0.0139], [0.0000, 0.0041, 0.0020], [-0.0088, -0.0041, -0.0092], [0.0058, -0.0179, 0.0034], [0.0163, 0.0154, -0.0120], [-0.0184, -0.0001, -0.0103], [-0.0112, -0.0094, -0.0232], [0.0003, 0.0027, 0.0013], [-0.0310, -0.0119, 0.0282], [-0.0476, -0.0084, -0.1330], [0.0154, -0.0191, -0.0060], [0.0069, 0.0091, 0.0157], [0.0712, -0.1083, 0.1839], [0.0025, 0.1002, -0.0108], [0.0341, 0.0677, 0.0160], [0.0191, -0.0048, -0.0150], [-0.0194, 0.0223, -0.0070], [0.0154, 0.0012, 0.0237], [-0.0371, -0.0245, 0.0099], [-0.0050, 0.1120, 0.0368], [-0.0432, 0.0757, -0.0879], [0.0067, 0.0120, 0.0109], [0.0165, 0.0000, -0.0019], [-0.0236, -0.0198, -0.0238], [0.0397, -0.1096, 0.0370], [0.0013, -0.0229, 0.0071], [-0.0059, -0.0115, -0.0109], [0.0009, 0.0121, -0.0007], [0.0094, 0.0096, 0.0065], [0.0062, -0.0062, 0.0202], [0.1240, -0.0429, -0.0264], [-0.0031, -0.0029, -0.0223], [-0.0134, 0.0035, -0.0037], [-0.0178, 0.0020, 0.0148], [0.0024, -0.0103, -0.0027], [0.0205, -0.0760, -0.0142], [0.0026, 0.0079, 0.0088], [0.0120, 0.0037, -0.0083], [0.0030, 0.0058, 0.0010], [-0.1077, -0.0136, -0.0019]],
  "lowdin_charge": [1.886, -0.076, -0.176, -0.112, -0.114, -0.178, -0.073, -0.225, 0.063, -0.228, -0.118, -0.186, -0.076, -0.118, -0.228, 0.063, -0.229, -0.064, -0.248, 0.044, -0.241, -0.072, -0.249, 0.048, -0.236, -0.066, -0.118, -0.119, -0.189, -0.075, -0.179, -0.070, -0.120, -0.120, -0.176, -0.074, -0.178, -0.076, -0.078, -0.186, -0.077, 0.079, 0.065, 0.063, 0.113, 0.110, 0.113, 0.109, 0.072, 0.078, 0.066, 0.111, 0.111, 0.111, 0.072, 0.077, 0.079, 0.111, 0.114, 0.114, 0.111, 0.111, 0.073, 0.077, 0.080, 0.115, 0.110, 0.062, 0.078, 0.069, 0.109, 0.116, 0.064, 0.078, 0.069, 0.110, 0.111, 0.072, 0.078, 0.067, 0.112, 0.111, 0.070, 0.077, 0.079, -0.079, -0.075, -0.102, -0.390, -0.131, -0.082, 1.286, -0.416, -0.103, -0.075, -0.076, -0.075, -0.135, -0.396, -0.176, -0.071, -0.070, -0.070, -0.102, 0.107, 0.107, 0.096, 0.083, 0.105, 0.081, 0.108, 0.107, 0.085, 0.078, 0.052, 0.084, 0.108, 0.109, 0.094],
  "homo_ev": -9.5,
  "total_charge": 1
}